# 1
Entry from OMol25: 2 unconnected molecules or ions with the total composition H4OS2 at a distorted geometry (the ωB97M-V functional and the def2-TZVPD basis).

Gap between HOMO and LUMO in eV: 9.7
E_HOMO in eV: -9.488
Electronic energy in eV: -23782.557
Relative energy (zero: lowest compared OMol25 entry of this formula, charge and spin) in kcal/mol: 5.1
Structure (SMILES): SS.O

```
! wB97M-V def2-TZVPD RIJCOSX def2/J DEFGRID3
* xyz 0 1
O -1.28 2.02 -4.63
H -0.38 2.32 -4.37
H -1.86 2.33 -3.90
S 0.00 0.00 0.00
S -1.76 -1.08 0.21
H -0.40 1.28 0.09
H -1.89 -1.55 -1.04
*
```

# 2
Entry from OMol25: 2 unconnected molecules or ions with the total composition H4OS2 (the ωB97M-V functional and the def2-TZVPD basis).

Gap between HOMO and LUMO in eV: 9.3
E_HOMO in eV: -9.281
Electronic energy in eV: -23782.568
Relative energy (zero: lowest compared OMol25 entry of this formula, charge and spin) in kcal/mol: 4.8
Structure (SMILES): SS.O

```
! wB97M-V def2-TZVPD RIJCOSX def2/J DEFGRID3
* xyz 0 1
S -1.08 0.61 0.10
S -1.28 2.69 0.18
H -1.83 0.44 1.20
H 0.05 2.90 0.13
H 1.33 -2.84 -1.02
H 1.10 -1.53 -0.26
O 1.70 -2.28 -0.32
*
```